The following is a DFT calculation (wB97M-V/def2-TZVPD) of 10 unconnected molecules or ions with the total composition C15H50O10 in a non-equilibrium geometry.

The calculation puts the highest occupied orbital energy at -9.31 eV. The value obtained for the LUMO energy is 0.37 eV. The calculation puts the total energy at -36836.608 eV. The SMILES is CCO.CCO.CCO.CCO.CCO.CO.CO.CO.CO.CO.

Structure (XYZ):
```
75
C15H50O10 (wB97M-V/def2-TZVPD)
C 16.774 11.160 10.312
O 15.511 10.647 10.692
H 16.643 12.145 9.853
H 17.514 11.289 11.068
H 17.213 10.563 9.497
H 14.907 10.785 9.945
C 8.142 11.980 10.154
O 7.495 11.959 8.921
H 9.183 11.797 10.025
H 7.997 12.903 10.711
H 7.778 11.131 10.754
H 6.683 12.456 9.025
C 14.375 7.812 12.283
O 14.338 9.058 12.941
H 15.399 7.430 12.175
H 13.738 7.077 12.765
H 13.979 7.888 11.265
H 14.759 9.585 12.218
C 10.861 7.577 5.995
O 11.544 7.671 7.224
H 10.722 6.512 5.688
H 9.840 8.038 6.055
H 11.349 8.122 5.126
H 11.494 8.543 7.593
C 12.050 9.822 9.852
O 10.825 9.767 10.600
H 11.886 10.480 8.944
H 12.886 10.245 10.411
H 12.424 8.826 9.530
H 10.646 8.823 10.766
C 12.022 8.404 16.636
C 11.130 8.543 15.412
O 11.022 7.364 14.647
H 11.633 7.651 17.341
H 12.096 9.357 17.214
H 13.045 8.086 16.345
H 11.432 9.475 14.843
H 10.088 8.687 15.677
H 11.938 7.168 14.519
C 8.384 9.297 13.277
C 7.618 10.523 13.616
O 6.229 10.451 13.106
H 8.555 9.183 12.234
H 7.927 8.363 13.635
H 9.345 9.297 13.698
H 8.090 11.422 13.089
H 7.548 10.737 14.727
H 5.816 11.250 13.434
C 13.052 12.087 13.915
C 11.716 12.744 13.666
O 10.698 11.927 13.013
H 13.563 11.580 13.078
H 13.138 11.340 14.703
H 13.781 12.871 14.276
H 11.890 13.625 13.040
H 11.342 13.057 14.622
H 11.164 11.210 12.538
C 10.142 4.592 12.575
C 10.501 5.619 11.453
O 10.399 6.967 11.898
H 10.992 4.624 13.257
H 10.149 3.620 12.073
H 9.204 4.809 13.093
H 9.901 5.515 10.598
H 11.536 5.341 11.205
H 10.461 7.099 12.859
C 8.479 7.983 9.236
C 7.023 8.215 8.744
O 6.956 9.230 7.818
H 8.475 7.472 10.167
H 8.990 8.976 9.283
H 9.000 7.412 8.493
H 6.374 8.374 9.595
H 6.726 7.269 8.295
H 6.924 10.112 8.202
```